No. 1
This record from the OMol25 dataset describes a structure of composition C19H16Cl5N2O4S7Zr. The level of theory is ωB97M-V/def2-TZVPD.

Each line ends with the Mulliken charge.
Cartesian coordinates (Å):
Zr (-0.7917, -0.7851, 0.6268)  0.421
Cl (1.5250, -2.4918, -2.1456)  -0.143
C (1.1222, -3.4346, -0.7528)  1.404
C (0.3584, -2.8874, 0.2788)  -1.499
C (0.1098, -3.7582, 1.3339)  1.383
Cl (-0.8426, -3.1247, 2.6452)  -0.179
C (0.5692, -5.0671, 1.4203)  -0.672
Cl (0.2005, -6.0580, 2.7871)  -0.209
C (1.3423, -5.5608, 0.3790)  0.701
Cl (1.9522, -7.1753, 0.4419)  -0.219
C (1.6225, -4.7397, -0.7106)  -0.438
Cl (2.5959, -5.3571, -1.9972)  -0.205
S (-0.2902, 1.7909, -6.5424)  -0.309
C (-0.3033, 1.1165, -5.0331)  0.070
S (0.8021, 1.5413, -3.7801)  -0.114
C (0.1737, 0.4977, -2.5205)  -0.445
C (-0.8662, -0.2786, -2.8723)  0.443
S (-1.7859, -1.2839, -1.7945)  -0.373
S (-1.4055, -0.1081, -4.5306)  -0.140
S (0.8511, 0.6164, -0.9227)  -0.195
O (-3.9940, 0.5974, 1.9682)  -0.849
S (-3.1666, -0.5858, 2.2453)  1.019
O (-3.6940, -1.4577, 3.2477)  -0.699
O (-1.7466, -0.1115, 2.5443)  -0.564
O (-2.8881, -1.2984, 0.9169)  -0.684
N (-2.4914, 4.2037, -0.1587)  -0.091
C (-2.0121, 3.7677, 1.2058)  -0.961
C (-1.1572, 2.5264, 1.0374)  -0.665
N (-1.8962, 1.4726, 0.3505)  1.411
C (-2.3629, 1.9014, -0.9627)  -0.768
C (-3.2712, 3.1072, -0.8457)  -1.078
H (-1.6728, 4.4115, -0.7355)  0.387
H (-3.0464, 5.0537, -0.0909)  0.351
H (-2.9039, 3.5526, 1.7959)  0.435
H (-1.4653, 4.6010, 1.6458)  0.403
H (-0.8486, 2.1621, 2.0184)  0.342
H (-0.2466, 2.7424, 0.4673)  0.378
H (-2.7293, 1.2498, 0.9231)  0.244
H (-2.8955, 1.0749, -1.4359)  0.343
H (-1.4998, 2.1376, -1.5938)  0.292
H (-4.1364, 2.8960, -0.2158)  0.413
H (-3.5927, 3.4881, -1.8143)  0.458
S (1.0601, -0.0404, 2.2215)  -0.391
C (2.6747, -0.0708, 1.4866)  0.215
C (3.3852, 1.1148, 1.3094)  -0.321
C (4.6492, 1.1054, 0.7359)  -0.621
C (5.2239, -0.0901, 0.3284)  -0.420
C (4.5257, -1.2764, 0.5104)  -0.670
C (3.2665, -1.2686, 1.0905)  -0.144
H (2.9280, 2.0487, 1.6127)  0.325
H (5.1820, 2.0385, 0.5969)  0.348
H (6.2035, -0.0972, -0.1323)  0.361
H (4.9592, -2.2163, 0.1912)  0.390
H (2.7200, -2.1928, 1.2249)  0.528

Forces on atoms 1 to 6 (eV/Å):
0.2552 -0.0554 -0.2828
-0.0400 0.0456 -0.0119
0.0774 -0.0635 0.0651
-0.3572 0.0198 0.0913
0.0706 0.0712 -0.0113
-0.0822 0.0211 0.0553

Computed properties:
HOMO energy, eV: -4.408
Net charge: -1
LUMO energy, eV: 0.7707
ΔE to the lowest compared entry with this formula, charge and spin, kcal per mole: 15.8
E_tot, Eh: -6279.701068

No. 2
This record from the OMol25 dataset describes a structure of composition C32H52GeN8OSSeY in a non-equilibrium geometry. The level of theory is ωB97M-V/def2-TZVPD.

Each line ends with the Mulliken charge.
Cartesian coordinates (Å):
Y (-0.5641, 0.1020, 0.3396)  -1.169
C (0.7584, 3.4930, -2.6699)  -0.833
N (1.9301, 3.1492, -1.9173)  0.799
C (3.1954, 3.4677, -2.5399)  -1.317
C (1.8302, 2.1937, -0.9004)  -1.083
N (1.0461, 1.0425, -1.0121)  2.069
C (1.1344, 0.3227, -2.1897)  0.904
C (2.2645, 0.2905, -3.0276)  -0.934
C (2.3152, -0.4525, -4.1929)  -1.077
C (1.2497, -1.2551, -4.5808)  -1.121
C (0.1336, -1.2892, -3.7556)  -0.044
C (0.0521, -0.5010, -2.6175)  -1.229
N (-1.1242, -0.5793, -1.8167)  2.284
C (-2.2828, -0.5139, -2.4383)  -0.100
N (-3.3556, -1.1793, -1.9522)  0.404
C (-3.2024, -2.0978, -0.8450)  -0.515
C (-4.7033, -0.6768, -2.1553)  -1.347
N (-2.4895, 0.1789, -3.5973)  0.659
C (-3.1521, -0.4283, -4.7274)  -1.291
C (-1.6988, 1.3471, -3.9012)  -0.605
N (2.6780, 2.4268, 0.1828)  0.263
C (2.5860, 3.7139, 0.8504)  -1.077
C (2.9988, 1.3355, 1.0619)  -0.900
H (0.6153, 2.8545, -3.5540)  0.195
H (0.8265, 4.5294, -3.0210)  0.427
H (-0.1234, 3.4118, -2.0302)  0.008
H (3.2751, 3.0762, -3.5643)  0.347
H (3.9980, 3.0436, -1.9372)  0.411
H (3.3501, 4.5534, -2.5846)  0.228
H (3.1280, 0.8628, -2.7204)  0.509
H (3.2201, -0.4261, -4.7907)  0.383
H (1.2936, -1.8583, -5.4783)  0.406
H (-0.7026, -1.9379, -3.9973)  0.473
H (-2.2635, -2.6338, -0.9440)  -0.015
H (-4.0250, -2.8162, -0.8737)  0.388
H (-3.2440, -1.5697, 0.1145)  -0.296
H (-5.2765, -1.3311, -2.8196)  0.290
H (-4.6552, 0.3280, -2.5704)  0.364
H (-5.2017, -0.6162, -1.1869)  0.437
H (-3.6226, -1.3642, -4.4393)  0.384
H (-2.4177, -0.6396, -5.5159)  0.395
H (-3.9188, 0.2364, -5.1378)  0.279
H (-1.3668, 1.7987, -2.9698)  -0.308
H (-2.3388, 2.0621, -4.4252)  0.482
H (-0.8287, 1.1099, -4.5227)  0.276
H (2.1044, 4.4277, 0.1859)  0.375
H (3.5830, 4.0929, 1.1013)  0.314
H (1.9986, 3.6509, 1.7729)  0.216
H (3.0643, 0.4011, 0.5127)  0.323
H (2.2432, 1.2113, 1.8533)  0.119
H (3.9559, 1.5309, 1.5583)  0.254
C (1.9117, -1.0796, 3.2844)  -1.662
C (1.1486, -1.4167, 2.0270)  0.609
O (1.7323, -1.5149, 0.9237)  -0.548
H (2.9566, -0.8793, 3.0524)  0.363
H (1.8455, -1.9278, 3.9703)  0.422
H (1.4531, -0.2170, 3.7691)  0.210
C (-6.0271, 2.0060, -0.0732)  -0.960
N (-5.2022, 1.0542, 0.6102)  0.486
C (-5.6541, 0.0494, 1.4451)  -0.425
C (-4.6216, -0.4602, 2.1299)  -0.726
N (-3.4354, 0.1864, 1.7187)  0.324
C (-3.8345, 1.2842, 0.8780)  -0.629
S (-2.7336, 1.8504, -0.3544)  -0.260
H (-6.9956, 2.0977, 0.4246)  0.442
H (-6.1970, 1.7392, -1.1217)  0.205
H (-5.5365, 2.9804, -0.0551)  0.258
H (-6.6910, -0.2461, 1.4632)  0.445
H (-4.6132, -1.2734, 2.8357)  0.502
H (-2.8112, 0.5020, 2.4623)  -0.102
Se (-0.6853, 1.6090, 2.8773)  -0.328
C (-0.3794, 3.4914, 2.7265)  0.006
C (0.3581, 4.1276, 3.7239)  -0.580
C (0.6476, 5.4800, 3.6451)  -0.488
C (0.2060, 6.2304, 2.5645)  -0.457
C (-0.5419, 5.6058, 1.5746)  -0.743
C (-0.8372, 4.2549, 1.6552)  0.278
H (0.7222, 3.5490, 4.5642)  0.342
H (1.2304, 5.9473, 4.4309)  0.348
H (0.4404, 7.2857, 2.4980)  0.359
H (-0.9010, 6.1736, 0.7238)  0.370
H (-1.4278, 3.7785, 0.8826)  0.181
C (-2.4270, -3.9546, 2.1223)  -1.221
Ge (-0.5953, -3.4834, 1.5748)  0.894
C (-0.2707, -3.9461, -0.3154)  -1.448
C (0.6180, -4.6242, 2.6323)  -1.551
C (-0.2748, -1.6259, 2.0711)  -0.227
H (-2.6179, -5.0181, 1.9698)  0.422
H (-3.1809, -3.3872, 1.5779)  0.236
H (-2.5487, -3.7351, 3.1843)  0.335
H (0.5550, -4.6581, -0.3577)  0.552
H (0.0176, -3.0856, -0.9184)  0.297
H (-1.1428, -4.4182, -0.7708)  0.385
H (0.4869, -5.6764, 2.3719)  0.397
H (0.4229, -4.5056, 3.6990)  0.362
H (1.6551, -4.3512, 2.4357)  0.421
H (-0.7089, -1.4401, 3.0591)  0.499

Forces on atoms 1 to 6 (eV/Å):
-0.0734 1.0940 0.3979
-0.0414 0.0597 -0.0128
-0.0451 0.0609 -0.0904
0.0204 0.0036 0.0909
-0.2811 -0.1696 0.1375
-0.2226 0.1215 -0.3257

Computed properties:
HOMO energy (spin up / spin down), eV: -1.496 / -2.210
Net charge: -1
LUMO energy (spin up / spin down), eV: 2.4689 / 2.4760
ΔE to the lowest compared entry with this formula, charge and spin, kcal per mole: 0.0
E_tot, Eh: -6678.759618

No. 3
This record from the OMol25 dataset describes a structure of composition C29H41InN4O4S6Si3. The level of theory is ωB97M-V/def2-TZVPD.

Each line ends with the Mulliken charge.
Cartesian coordinates (Å):
In (-0.2747, 0.0717, -1.0141)  0.237
C (2.3045, -0.2530, 1.9885)  -1.391
O (1.0325, -0.1722, 1.3861)  -0.003
Si (-0.3578, 0.3242, 2.1592)  0.353
C (-0.0068, 2.0498, 2.8190)  -1.039
C (-0.5272, -0.7190, 3.7257)  -1.352
C (-1.6520, 0.1612, 0.8593)  0.898
Si (-2.9246, 1.5537, 0.9973)  0.539
C (-2.3371, 3.3562, 0.9982)  -0.818
C (-4.3197, 1.4366, -0.2659)  -1.294
C (-3.7895, 1.4957, 2.6946)  -1.339
Si (-2.5600, -1.5038, 0.9819)  0.953
C (-3.5996, -1.7701, 2.5660)  -1.455
C (-1.3316, -2.9285, 1.0743)  -0.323
C (-3.8722, -1.7630, -0.3446)  -1.460
H (2.3033, -0.9739, 2.8161)  0.318
H (2.6303, 0.7215, 2.3661)  0.337
H (3.0180, -0.5756, 1.2353)  0.247
H (0.8018, 1.9806, 3.5549)  0.428
H (-0.8695, 2.5004, 3.3141)  0.316
H (0.3107, 2.7131, 2.0121)  0.104
H (0.4026, -0.6428, 4.2994)  0.407
H (-0.7271, -1.7744, 3.5343)  0.253
H (-1.3313, -0.3298, 4.3570)  0.358
H (-1.3154, 3.5148, 0.6655)  -0.069
H (-2.4462, 3.7657, 2.0062)  0.492
H (-2.9930, 3.9298, 0.3373)  0.355
H (-3.9962, 0.9688, -1.1962)  0.213
H (-4.6880, 2.4388, -0.5028)  0.395
H (-5.1569, 0.8582, 0.1339)  0.366
H (-3.0684, 1.4725, 3.5189)  0.274
H (-4.4761, 0.6621, 2.8256)  0.350
H (-4.3645, 2.4235, 2.7904)  0.456
H (-3.1628, -1.3701, 3.4824)  0.352
H (-3.6881, -2.8563, 2.6852)  0.355
H (-4.6119, -1.3742, 2.4684)  0.348
H (-1.2658, -3.3358, 2.0880)  0.492
H (-0.3379, -2.6159, 0.7578)  -0.939
H (-1.6497, -3.7262, 0.3980)  0.636
H (-4.8362, -1.3648, -0.0177)  0.330
H (-3.9784, -2.8409, -0.5010)  0.493
H (-3.6106, -1.3212, -1.3031)  0.144
S (2.8806, -4.1609, -1.9325)  -0.345
C (2.5666, -4.8134, -0.3660)  0.606
C (2.7398, -6.1109, 0.1087)  -0.696
C (2.4342, -6.3734, 1.4310)  -0.466
C (1.9646, -5.3575, 2.2719)  -0.846
C (1.7850, -4.0728, 1.7996)  0.060
C (2.0787, -3.7939, 0.4640)  -0.360
N (1.9568, -2.5526, -0.1327)  0.299
C (2.3530, -2.5724, -1.3544)  0.171
C (2.4409, -1.4149, -2.2651)  1.210
C (3.4697, -1.4679, -3.2122)  -0.990
C (3.6286, -0.4742, -4.1591)  -0.952
C (2.7309, 0.5804, -4.1639)  -1.064
C (1.7278, 0.6389, -3.2070)  -0.886
C (1.5489, -0.3305, -2.2151)  0.847
H (3.1036, -6.8957, -0.5428)  0.378
H (2.5575, -7.3772, 1.8194)  0.348
H (1.7301, -5.5851, 3.3047)  0.391
H (1.4078, -3.2806, 2.4328)  0.288
H (4.1676, -2.2971, -3.1982)  0.386
H (4.4319, -0.5325, -4.8845)  0.338
H (2.8012, 1.3605, -4.9152)  0.505
H (1.0420, 1.4749, -3.2475)  0.337
S (-3.2536, 6.5190, -3.5398)  -0.363
C (-2.5035, 5.1074, -3.0544)  0.088
S (-2.9957, 3.5387, -3.5333)  -0.166
C (-1.7812, 2.5928, -2.6985)  0.504
C (-0.9098, 3.3173, -1.9516)  -0.378
S (0.4282, 2.7336, -1.0042)  -0.186
S (-1.1555, 5.0496, -2.0001)  -0.067
S (-1.8225, 0.8631, -2.9502)  -0.259
C (3.5162, 3.8545, -2.4427)  -0.805
N (3.7953, 3.7637, -1.0089)  -0.060
C (3.1974, 4.8129, -0.1883)  -0.777
C (3.8374, 2.5341, -0.4886)  0.509
N (3.9377, 1.4701, -0.0398)  -0.520
H (4.0360, 4.7244, -2.8503)  0.327
H (2.4407, 3.9390, -2.6194)  0.187
H (3.8738, 2.9534, -2.9352)  0.324
H (3.6377, 5.7707, -0.4717)  0.274
H (3.4166, 4.6184, 0.8596)  0.368
H (2.1132, 4.8429, -0.3236)  0.224
O (-0.0897, -2.8823, -3.1796)  -0.601
N (-0.9984, -2.9615, -2.3541)  0.555
O (-1.7020, -3.9688, -2.2356)  -0.681
O (-1.2433, -1.9713, -1.5770)  -0.379

Forces on atoms 1 to 6 (eV/Å):
-0.1687 0.1915 -0.0674
0.0448 -0.0424 -0.0144
0.0023 0.0171 -0.0432
-0.0092 0.0238 0.0395
-0.0042 0.0240 0.0143
-0.0019 -0.0081 0.0236

Computed properties:
HOMO energy, eV: -1.838
Net charge: -2
LUMO energy, eV: 4.0181
ΔE to the lowest compared entry with this formula, charge and spin, kcal per mole: 11.7
E_tot, Eh: -5097.555223

No. 4
This record from the OMol25 dataset describes a structure of composition C17H22N5O3RuS in a non-equilibrium geometry. The level of theory is ωB97M-V/def2-TZVPD.

Each line ends with the Mulliken charge.
Cartesian coordinates (Å):
Ru (0.8607, -0.3349, -0.2910)  0.578
C (1.9872, -4.3552, 1.2583)  -1.433
C (1.8809, -2.8929, 0.7358)  0.157
N (0.8304, -2.4196, 0.1328)  0.486
O (-0.2295, -3.2579, 0.0140)  -0.455
C (2.9548, -1.8832, 0.9760)  0.498
C (4.4057, -2.2005, 1.1673)  -1.209
N (2.6297, -0.6140, 0.6872)  0.469
O (3.3646, 0.3329, 1.0127)  -0.509
H (2.5336, -4.8932, 0.4864)  0.378
H (0.9596, -4.7611, 1.2896)  0.411
H (2.4462, -4.3416, 2.2355)  0.403
H (-0.5303, -3.0483, -0.8879)  0.305
H (4.7278, -2.1434, 2.2546)  0.316
H (4.9726, -1.5450, 0.4931)  0.383
H (4.6142, -3.2685, 0.9222)  0.390
C (0.7524, 3.5082, -2.3762)  -1.262
C (0.9436, 2.7498, -1.1113)  0.675
O (1.4363, 1.5724, -1.1060)  -0.572
N (0.7341, 3.4562, 0.0357)  -0.107
C (1.1112, 2.9063, 1.3129)  -0.903
C (0.0609, 1.9774, 1.8240)  0.672
C (-0.5998, 2.2940, 2.9901)  -0.836
C (-1.8398, 1.7011, 3.2414)  -0.398
C (-2.1560, 0.5256, 2.5714)  -0.798
C (-1.2303, 0.0924, 1.6285)  -0.040
N (-0.1969, 0.7847, 1.1816)  0.143
H (0.7795, 2.7659, -3.2078)  0.316
H (1.5371, 4.2344, -2.4443)  0.357
H (-0.2478, 4.0069, -2.3643)  0.394
H (0.4729, 4.4572, -0.0276)  0.295
H (1.1974, 3.7018, 2.0358)  0.629
H (2.0069, 2.2498, 1.2820)  0.097
H (-0.1345, 3.0833, 3.5936)  0.395
H (-2.6112, 2.2478, 3.8501)  0.382
H (-3.1117, -0.0530, 2.6050)  0.384
H (-1.4516, -0.8507, 1.1602)  0.519
S (-0.0518, -1.2478, -2.1328)  -0.653
C (-1.6991, -0.8480, -2.1932)  0.659
N (-2.0410, -0.0218, -3.2338)  -0.050
C (-3.3165, 0.4226, -3.4399)  -0.312
C (-4.3578, 0.0226, -2.6153)  -0.445
C (-4.0546, -0.8643, -1.5188)  -0.379
C (-2.7921, -1.3965, -1.4254)  -0.316
H (-1.2245, 0.2024, -3.8068)  0.293
H (-3.5295, 1.0318, -4.3310)  0.409
H (-5.4106, 0.3645, -2.8470)  0.372
H (-4.7964, -1.1486, -0.7651)  0.440
H (-2.5871, -2.3018, -0.8521)  0.473

Forces on atoms 1 to 6 (eV/Å):
-0.5888 2.6231 0.0488
-1.0699 1.7505 -1.1020
-0.1487 -0.6408 1.0866
1.4008 -1.6536 1.6271
0.3379 -0.5175 0.1167
1.1500 -1.3038 -0.6969

Computed properties:
HOMO energy (spin up / spin down), eV: -12.431 / -14.163
Net charge: +2
LUMO energy (spin up / spin down), eV: -6.3134 / -8.3643
ΔE to the lowest compared entry with this formula, charge and spin, kcal per mole: 0.0
E_tot, Eh: -1652.818784
Multiplicity: 6